{
  "formula": "C23H40F7NO7PS",
  "method": "the ωB97M-V functional and the def2-TZVPD basis",
  "symbols": ["C", "C", "C", "C", "C", "C", "P", "O", "O", "C", "C", "O", "C", "C", "N", "C", "S", "C", "C", "F", "C", "C", "H", "H", "H", "H", "H", "H", "H", "H", "H", "H", "H", "H", "H", "H", "H", "H", "H", "H", "H", "H", "H", "H", "H", "H", "H", "H", "H", "H", "H", "H", "C", "C", "O", "C", "O", "C", "F", "F", "F", "H", "H", "H", "H", "H", "C", "C", "O", "C", "O", "C", "F", "F", "F", "H", "H", "H", "H", "H"],
  "positions_angstrom": [[3.811, 0.322, 3.382], [2.620, 0.146, 2.692], [2.440, -0.546, 1.287], [0.942, -0.896, 0.781], [-0.069, 0.267, 0.414], [-0.096, 1.525, 1.370], [-0.956, 3.037, 0.585], [-0.651, 3.077, -0.904], [-2.612, 2.864, 0.876], [-3.194, 1.979, -0.115], [-4.408, 1.234, 0.629], [-0.469, 4.382, 1.460], [0.847, 4.850, 1.101], [1.964, 4.486, 2.201], [1.315, -1.512, -0.565], [2.758, -1.254, -1.004], [2.692, -0.857, -2.811], [3.316, -0.118, 0.016], [3.377, 1.355, -0.515], [2.126, 1.976, -0.775], [4.243, 2.372, 0.355], [5.651, 2.714, -0.357], [4.778, -0.057, 2.952], [3.768, 0.917, 4.345], [1.669, 0.483, 3.216], [2.858, -1.597, 1.501], [0.492, -1.694, 1.436], [-1.120, -0.185, 0.448], [0.073, 0.565, -0.680], [0.907, 1.928, 1.689], [-0.736, 1.234, 2.266], [-2.456, 1.250, -0.575], [-3.623, 2.582, -0.982], [-4.865, 0.432, -0.022], [-4.012, 0.769, 1.580], [-5.149, 2.050, 0.905], [1.178, 4.582, 0.052], [0.791, 5.990, 1.124], [2.832, 5.225, 2.168], [1.483, 4.541, 3.224], [2.395, 3.451, 2.068], [0.603, -1.453, -1.305], [1.330, -2.536, -0.394], [3.352, -2.204, -0.791], [1.381, -0.862, -3.250], [4.353, -0.490, 0.256], [3.907, 1.301, -1.526], [3.673, 3.360, 0.364], [4.368, 2.079, 1.435], [6.485, 2.149, 0.162], [5.653, 2.494, -1.462], [5.828, 3.827, -0.208], [-4.937, -4.281, 3.648], [-4.282, -3.776, 4.917], [-3.132, -2.967, 4.609], [-3.382, -1.686, 4.301], [-4.473, -1.195, 4.266], [-2.077, -0.938, 4.047], [-1.217, -1.642, 3.277], [-1.426, -0.666, 5.189], [-2.267, 0.235, 3.425], [-4.211, -4.808, 3.025], [-5.759, -4.959, 3.883], [-5.329, -3.455, 3.052], [-3.920, -4.620, 5.506], [-4.987, -3.226, 5.543], [0.476, -1.147, -6.122], [-1.032, -0.995, -6.160], [-1.635, -2.107, -6.833], [-1.822, -3.206, -6.086], [-1.518, -3.298, -4.928], [-2.513, -4.294, -6.903], [-1.987, -4.421, -8.131], [-3.820, -4.031, -7.068], [-2.431, -5.498, -6.324], [0.874, -1.290, -7.129], [0.941, -0.263, -5.680], [0.768, -2.023, -5.537], [-1.297, -0.102, -6.729], [-1.450, -0.873, -5.158]],
  "multiplicity": 1,
  "homo_lumo_gap_ev": 9.43,
  "total_charge": 1,
  "largest_force_ha_per_bohr": 0.0617
}

{
  "formula": "C2H3ClOS",
  "method": "the ωB97M-V functional and the def2-TZVPD basis",
  "symbols": ["O", "C", "S", "C", "Cl", "H", "H", "H"],
  "positions_angstrom": [[0.492, 0.041, -1.539], [-0.013, 0.182, -0.451], [-0.395, 1.856, -0.047], [-0.135, -0.886, 0.560], [0.983, -0.607, 1.779], [-0.025, 2.245, -1.250], [-1.085, -1.126, 0.984], [0.179, -1.705, -0.037]],
  "smiles": "O=C(S)CCl",
  "multiplicity": 1,
  "de_lowest_ev": 0.374,
  "homo_lumo_gap_ev": 10.66,
  "total_charge": 0,
  "largest_force_ha_per_bohr": 0.0559
}

{
  "formula": "C2ClO4",
  "method": "the ωB97M-V functional and the def2-TZVPD basis",
  "symbols": ["C", "C", "O", "O", "O", "O", "Cl"],
  "positions_angstrom": [[-1.878, -0.212, 0.279], [1.071, -0.017, 0.254], [-1.843, 0.829, 0.713], [-1.930, -1.283, -0.064], [0.809, -0.198, -1.096], [0.809, 1.142, -0.477], [2.962, -0.262, 0.392]],
  "multiplicity": 1,
  "de_lowest_ev": 6.204,
  "homo_lumo_gap_ev": 6.81,
  "total_charge": -1,
  "largest_force_ha_per_bohr": 0.0851
}

The records above yield electronic energy values of -2920.1566; -1011.6068; -837.2893 Ha, respectively.